C67H75BaN4O6S | the ωB97M-V functional and the def2-TZVPD basis

Summary:
Energy relative to the best compared isomer or geometry (same formula, charge and spin) = 0.0 kJ/mol
HOMO-LUMO gap = 0.240 Ha
Electronic energy = -100481.2522 eV
Molar mass = 1201.75 g/mol
Largest force on an atom = 0.015 Eh/bohr
HOMO level = -4.51 eV

Structure (ORCA input):
```
! wB97M-V def2-TZVPD RIJCOSX def2/J DEFGRID3
* xyz -1 1
Ba 0.322 0.404 0.114
C 2.446 -0.644 -3.216
O 1.670 -1.062 -2.079
C 1.532 -2.423 -1.957
C 2.457 -3.160 -1.216
C 3.486 -2.563 -0.259
C 4.304 -1.351 -0.631
C 5.566 -1.500 -1.192
C 6.392 -0.415 -1.477
C 5.861 0.849 -1.217
C 4.593 1.043 -0.695
C 3.971 2.426 -0.635
C 3.269 2.697 -1.962
C 4.047 2.773 -3.116
C 3.493 2.897 -4.380
C 2.103 2.887 -4.473
C 1.281 2.824 -3.359
C -0.223 2.679 -3.566
C -0.495 1.320 -4.179
C -0.440 1.134 -5.552
C -0.489 -0.127 -6.150
C -0.568 -1.211 -5.281
C -0.664 -1.064 -3.904
C -0.815 -2.277 -3.024
C 0.416 -3.037 -2.543
C 0.364 -4.423 -2.541
C 1.329 -5.212 -1.919
C 2.339 -4.553 -1.232
C 1.220 -6.735 -1.987
C -0.120 -7.185 -1.388
C 2.344 -7.431 -1.222
C 1.289 -7.177 -3.456
C -0.695 0.217 -3.309
O -0.878 0.389 -2.027
C -0.498 -0.265 -7.672
C -1.758 0.404 -8.239
C 0.738 0.412 -8.276
C -0.491 -1.728 -8.116
C 1.889 2.790 -2.100
O 1.094 2.845 -0.957
C 0.723 4.186 -0.643
C 4.341 2.957 -5.650
C 3.895 4.139 -6.521
C 4.149 1.649 -6.426
C 5.829 3.124 -5.342
C 3.802 -0.069 -0.313
O 2.658 0.085 0.282
C 7.810 -0.554 -2.024
C 8.173 -2.010 -2.315
C 7.951 0.240 -3.331
C 8.814 -0.001 -1.003
H 2.620 -1.492 -3.881
H 3.402 -0.245 -2.876
H 1.886 0.121 -3.755
H 4.173 -3.373 0.000
H 2.944 -2.309 0.657
H 5.906 -2.511 -1.389
H 6.460 1.731 -1.436
H 4.744 3.182 -0.472
H 3.262 2.469 0.191
H 5.119 2.707 -2.999
H 1.631 2.899 -5.448
H -0.578 3.472 -4.229
H -0.750 2.753 -2.617
H -0.360 2.017 -6.183
H -0.580 -2.222 -5.673
H -1.457 -3.003 -3.528
H -1.357 -1.959 -2.129
H -0.489 -4.891 -3.023
H 3.075 -5.118 -0.674
H -0.197 -6.882 -0.341
H -0.213 -8.274 -1.439
H -0.964 -6.751 -1.926
H 2.326 -7.176 -0.161
H 3.324 -7.166 -1.624
H 2.225 -8.514 -1.310
H 0.485 -6.730 -4.042
H 1.205 -8.265 -3.531
H 2.238 -6.872 -3.902
H -1.794 1.462 -7.972
H -2.655 -0.072 -7.840
H -1.777 0.326 -9.331
H 0.762 1.480 -8.046
H 0.741 0.305 -9.365
H 1.651 -0.039 -7.881
H -1.373 -2.260 -7.752
H 0.397 -2.249 -7.751
H -0.492 -1.781 -9.207
H 0.224 4.654 -1.495
H 1.609 4.771 -0.384
H 0.044 4.142 0.204
H 2.849 4.055 -6.814
H 4.498 4.181 -7.432
H 4.021 5.080 -5.981
H 3.102 1.495 -6.689
H 4.468 0.798 -5.819
H 4.738 1.658 -7.348
H 6.017 4.028 -4.758
H 6.386 3.202 -6.279
H 6.222 2.268 -4.792
H 7.503 -2.446 -3.059
H 8.125 -2.620 -1.411
H 9.193 -2.063 -2.704
H 7.228 -0.109 -4.072
H 8.958 0.127 -3.746
H 7.777 1.304 -3.164
H 8.750 -0.558 -0.066
H 8.613 1.048 -0.782
H 9.837 -0.080 -1.385
O 1.784 1.311 3.079
C 0.964 0.569 3.610
N -0.059 -0.068 2.974
C -0.846 -0.676 3.916
O -1.877 -1.300 3.711
C -0.243 -0.461 5.290
C -0.635 -0.866 6.546
C 0.165 -0.486 7.624
C 1.315 0.276 7.429
C 1.694 0.683 6.148
C 0.894 0.294 5.098
H -1.533 -1.455 6.686
H -0.109 -0.786 8.628
H 1.920 0.555 8.283
H 2.586 1.274 5.979
N 0.203 3.629 3.168
C -1.018 3.213 2.740
N -1.240 2.573 1.642
C -2.595 2.332 1.472
C -3.153 1.682 0.371
C -4.525 1.504 0.326
C -5.346 1.959 1.360
C -4.804 2.614 2.457
C -3.429 2.795 2.494
S -2.452 3.580 3.700
H 0.964 3.001 2.907
H 0.254 3.896 4.139
H -2.525 1.345 -0.450
H -4.961 1.001 -0.527
H -6.416 1.806 1.305
H -5.436 2.974 3.258
N -1.464 -2.082 0.913
C -2.483 -2.766 0.237
C -3.769 -2.224 0.202
C -4.774 -2.855 -0.512
C -4.524 -4.038 -1.198
C -3.250 -4.587 -1.144
C -2.239 -3.963 -0.430
H -1.779 -1.634 1.775
H -0.672 -2.674 1.130
H -3.965 -1.301 0.734
H -5.765 -2.417 -0.536
H -5.310 -4.525 -1.761
H -3.037 -5.514 -1.665
H -1.244 -4.393 -0.402
*
```